[1]
{"formula": "H56O28", "method": "wB97M-V/def2-TZVPD", "symbols": ["O", "O", "O", "O", "O", "O", "O", "O", "O", "O", "O", "O", "O", "O", "O", "O", "O", "O", "O", "O", "O", "O", "O", "O", "O", "O", "O", "O", "H", "H", "H", "H", "H", "H", "H", "H", "H", "H", "H", "H", "H", "H", "H", "H", "H", "H", "H", "H", "H", "H", "H", "H", "H", "H", "H", "H", "H", "H", "H", "H", "H", "H", "H", "H", "H", "H", "H", "H", "H", "H", "H", "H", "H", "H", "H", "H", "H", "H", "H", "H", "H", "H", "H", "H"], "positions_angstrom": [[-2.737, 1.075, 1.548], [0.984, 4.788, -1.558], [3.838, -2.624, 3.565], [3.137, -0.161, -4.950], [-3.423, -4.352, 2.645], [3.644, -0.239, -2.171], [2.425, -1.740, -0.194], [0.031, -2.484, -2.708], [2.130, 0.579, 1.195], [-1.331, -0.417, 3.315], [1.609, 3.024, 0.542], [-3.807, 2.157, -3.177], [-1.409, -0.258, -3.722], [-4.921, -0.473, -0.536], [-1.391, -2.629, 1.799], [-2.036, -3.152, -1.003], [-3.662, 2.782, -0.232], [0.994, 0.758, -1.992], [3.264, -0.276, 4.993], [3.985, 1.793, 2.863], [-0.428, 0.024, 0.291], [2.095, -2.696, -4.363], [-4.982, 0.463, 3.116], [0.638, -4.268, 1.383], [-2.467, 5.473, -1.935], [0.477, 1.336, 4.970], [-0.866, 2.927, -2.116], [3.978, -4.268, -0.627], [2.424, -0.935, 0.322], [-1.810, 0.107, 2.674], [3.165, -2.360, 2.939], [1.721, -3.302, -5.002], [-3.153, 1.773, 1.041], [1.304, -4.589, 1.991], [3.476, 0.388, 4.337], [3.239, -0.581, -4.096], [-4.299, 1.445, -3.588], [-4.265, 0.816, 2.589], [-1.958, -2.947, -0.071], [2.918, -0.878, -5.546], [0.610, 2.163, 4.507], [3.419, -3.501, -0.503], [-0.612, -3.182, 1.749], [-0.336, -1.712, -3.139], [-3.285, 2.529, -3.888], [-1.080, -1.810, 2.185], [-5.082, 0.266, -1.123], [-1.952, 0.851, 1.049], [3.789, -1.968, 4.261], [2.541, 0.103, 5.494], [2.810, 0.926, 1.773], [-4.443, 3.299, -0.033], [-0.666, -2.790, -2.128], [0.538, 5.622, -1.409], [1.818, 1.341, 0.707], [1.480, -2.710, -3.630], [0.308, 4.217, -1.925], [4.815, 1.320, 2.816], [-5.690, 1.099, 3.015], [1.447, 3.615, -0.193], [-2.655, -3.843, 2.388], [-1.319, 2.282, -1.574], [4.513, -4.055, -1.392], [-1.762, 5.969, -1.520], [0.393, -0.011, 0.781], [4.449, 0.220, -1.931], [0.611, -4.925, 0.688], [-1.783, -0.255, 4.143], [-3.638, -4.036, 3.522], [0.084, 0.756, 4.318], [3.504, -0.866, -1.461], [1.295, -0.036, -2.433], [1.797, 1.237, -1.786], [1.499, -1.935, -0.336], [-2.196, 4.558, -1.858], [2.141, 3.538, 1.150], [-0.278, 2.408, -2.665], [-3.663, 2.702, -1.186], [-1.132, 0.658, -3.720], [-0.162, 0.199, -0.612], [-4.200, -0.183, 0.023], [4.229, 2.680, 3.127], [-2.038, -0.317, -4.442], [-2.655, -2.504, -1.340]], "total_charge": 0, "homo_energy_ev": -10.02, "homo_lumo_gap_ev": 9.28, "e_above_lowest_kj_mol": 204.7}

[2]
{"formula": "H5ISi2", "method": "wB97M-V/def2-TZVPD", "symbols": ["I", "Si", "Si", "H", "H", "H", "H", "H"], "positions_angstrom": [[-1.829, -2.052, -0.677], [0.323, -1.106, -0.054], [0.077, 1.311, 0.146], [0.999, 2.146, -0.570], [-1.308, 1.716, -0.317], [1.344, -2.351, -1.064], [0.373, -1.831, 1.128], [0.021, 2.168, 1.408]], "total_charge": 0, "homo_energy_ev": -9.48, "homo_lumo_gap_ev": 8.81, "e_above_lowest_kj_mol": 175.9}

[3]
{"formula": "H5N2O2P", "method": "wB97M-V/def2-TZVPD", "symbols": ["P", "O", "O", "N", "N", "H", "H", "H", "H", "H"], "positions_angstrom": [[-1.127, -0.047, -0.748], [-1.265, -1.643, -0.568], [-2.501, 0.335, -1.070], [1.603, 0.162, -0.383], [0.260, 0.538, -0.438], [0.615, 1.505, 1.503], [1.745, -0.769, -0.187], [0.927, 0.950, 1.980], [-2.189, -1.675, -0.502], [1.932, 0.643, 0.413]], "total_charge": 0, "homo_energy_ev": [-5.81, -11.17], "homo_lumo_gap_ev": [6.44, 8.22], "multiplicity": 3}

[4]
{"formula": "H5N2OP", "method": "wB97M-V/def2-TZVPD", "symbols": ["P", "O", "N", "N", "H", "H", "H", "H", "H"], "positions_angstrom": [[0.485, 1.119, -0.143], [1.136, -0.143, 0.503], [1.573, -1.270, -0.376], [-1.780, 0.575, 0.156], [0.375, 1.500, 1.147], [-2.126, 1.422, -0.022], [-1.882, 0.050, -0.635], [1.504, -2.018, 0.297], [0.716, -1.235, -0.927]], "total_charge": 0, "homo_energy_ev": -8.81, "homo_lumo_gap_ev": 9.14, "e_above_lowest_kj_mol": 550.9}